A molecular structure, C39H104AsF6O39S13 at a distorted geometry, computed with ωB97M-V/def2-TZVPD.

```
202
Properties=species:S:1:pos:R:3:forces:R:3:mulliken_charge:R:1
H 6.0919 0.8739 3.3366 -0.11 0.59 0.34 0.38
O -3.9144 -3.8800 -3.0208 -3.45 0.36 0.37 -0.10
O -6.0534 1.1846 -0.3759 -0.52 -1.63 0.50 -0.40
O 0.0107 5.8066 3.6248 -1.50 0.81 1.18 -0.12
H -3.3741 2.5566 3.8636 0.31 -0.22 -0.90 0.53
O 6.5509 -4.1730 -0.4514 -1.43 -1.67 0.97 -0.61
S 3.7184 -5.8858 -6.6935 4.85 0.05 1.55 1.13
C -3.2106 -0.7578 -5.5556 -1.02 -0.39 0.80 -0.89
H 5.9851 1.7835 0.4860 -0.54 -0.02 -0.06 0.33
H 7.2985 1.9879 4.9833 -0.27 0.19 0.43 0.33
O 1.5252 6.1348 1.0020 1.04 -0.84 -1.89 -0.35
O -6.4750 -3.9447 -2.8397 1.28 -0.72 -0.15 -0.58
H -2.5296 0.6611 -4.0576 -0.01 -0.13 0.10 0.11
O 1.9745 -1.2478 6.4985 -0.54 1.09 1.29 -0.47
H -1.7219 -3.9546 -7.3234 -0.39 0.13 0.13 0.14
H 0.4602 -0.5070 5.1745 -0.16 -0.26 0.41 0.20
C 3.6056 0.7151 -2.7033 0.33 -1.81 0.65 0.56
O 2.9510 -4.7492 -5.8244 1.71 -0.53 -1.33 -0.22
H -3.3875 -3.1193 -7.5022 -0.06 -0.91 0.10 0.34
C -3.3764 1.4705 3.9557 -0.10 -0.35 1.83 -1.35
H -3.3036 -4.1699 1.2345 -0.41 -0.21 -0.24 0.38
H 4.0681 1.2729 -1.8889 -0.11 0.29 -0.08 0.10
H -1.3538 -3.1151 -3.9215 -0.09 0.01 0.02 -0.57
H -2.4464 -1.0750 -3.5320 0.23 0.16 -0.12 -0.38
C -3.7869 -3.3095 1.6974 0.93 -1.04 -0.19 -0.71
H -6.2709 -0.9036 -0.9038 0.42 0.20 -0.25 0.10
H 2.0810 -1.4831 3.6834 0.00 0.26 0.05 0.02
H -0.1674 8.6830 3.7535 -0.30 -0.08 0.33 0.30
H 5.2368 1.1803 -3.6937 0.61 -0.51 -1.48 0.37
H 3.4011 -0.6227 4.5175 0.07 0.00 0.06 0.38
H 3.9520 4.9126 1.7493 -0.27 -0.18 0.37 0.34
H -5.8986 -6.9016 -2.6437 0.38 -0.21 0.20 0.36
O -2.3054 4.4114 -2.1527 -1.18 0.42 -0.48 -0.24
H -7.8415 1.3015 -2.4313 0.23 -0.03 0.10 0.30
H 6.0811 -4.5971 2.5964 -0.01 -0.09 -0.22 0.41
H 5.3016 -0.5701 -3.2666 0.26 0.37 0.92 0.39
O 5.2088 -5.5594 -6.5970 -5.22 -0.64 -0.62 -0.63
F -0.0033 0.2147 -1.2509 1.15 -0.93 1.47 -0.39
H -7.1159 3.3931 6.9442 -0.04 0.10 -0.08 0.36
H 5.1377 -3.3215 1.7855 -0.06 -0.04 0.09 0.18
O -0.1255 5.9416 6.1652 -0.55 1.01 -1.29 -0.60
C -1.5369 -3.5461 -2.9372 -0.29 -0.67 0.05 0.19
C -7.2799 0.3716 -2.3426 0.68 -0.31 -1.01 -0.95
H 8.0528 3.5850 4.7109 0.13 -0.14 0.12 0.37
C 6.5100 1.4132 2.4866 0.85 -0.52 -0.68 -0.31
H 6.4242 0.1584 0.8563 -0.43 -0.36 -0.22 0.60
H -5.9068 4.6248 6.5215 -0.21 0.24 0.42 0.30
C 3.7072 7.4037 0.4148 0.23 -2.22 -1.26 -1.04
O -2.0162 -4.5786 3.1089 -0.53 0.85 1.16 -0.55
H 1.4965 -3.0101 -6.4034 0.05 0.12 -0.11 0.28
H 3.6978 -6.2118 -9.2140 0.29 -0.24 0.70 0.38
H -2.5549 0.8699 3.5650 0.24 0.57 -0.15 0.36
O 1.8162 0.5825 8.1570 -0.12 0.74 0.45 -0.60
H 1.5213 3.8187 3.7854 0.05 0.01 0.25 0.37
C 3.4851 -3.6681 -2.2869 0.84 0.33 -1.10 -0.70
C 0.5206 3.5209 4.0984 0.39 -0.33 -0.18 -1.00
O 5.9200 5.0310 3.5990 -0.10 -3.02 0.95 -0.59
H -4.2933 0.9952 3.6071 -0.07 0.31 0.39 0.55
O -4.5551 2.0536 1.3598 -0.13 0.57 0.45 -0.66
H -4.8977 -6.4238 -4.0342 -0.62 0.60 -0.19 0.39
H 4.3250 -0.2880 -4.5319 -0.10 1.08 -0.42 0.39
F 2.1132 -0.0968 0.5392 -1.76 -0.21 -1.13 -0.47
H 4.4811 -3.8288 -2.6996 0.11 0.44 -0.32 0.37
C -2.9800 -0.3295 -4.1216 -0.13 -0.73 0.04 0.70
H 0.3225 -5.5341 3.3680 0.01 -0.38 0.08 0.46
H 3.0054 -2.7953 -2.7297 0.27 0.35 0.28 0.03
H -0.6908 4.1094 2.4456 0.31 1.09 -0.37 0.28
C 1.1202 -0.3090 -4.5193 0.55 1.12 -1.28 -0.03
O 2.6032 -1.6376 8.9072 -1.64 0.51 -1.17 -0.62
H -5.6924 3.6090 7.9548 0.20 -0.28 -0.14 0.31
C 0.3893 -4.7893 2.5750 -0.43 -1.37 1.59 -1.43
As 0.3779 -0.5218 0.3541 -1.58 -1.77 1.15 2.17
C -4.8089 4.8335 -1.6892 0.89 -0.18 -0.55 -0.82
O -2.9838 -2.3069 4.0322 -0.34 -3.35 -0.95 -0.34
C -0.1597 3.5244 -1.3185 -0.26 0.98 -0.40 -0.54
O -2.1232 6.6107 4.7421 3.18 0.15 0.70 -0.64
H 6.9248 3.4879 6.0685 -0.07 -0.55 0.06 0.39
F -0.1997 0.9649 1.1108 0.79 -0.73 -0.59 -0.42
H 1.4632 -4.7485 -4.4409 0.32 0.19 0.06 -0.13
H 0.9104 3.5799 -1.5179 0.00 -0.48 -0.94 0.29
C -0.8100 -3.8620 2.7575 1.07 0.74 -1.69 0.76
H -1.4179 4.2207 4.0051 -0.33 0.89 0.00 0.45
H -0.6348 -2.9937 3.3926 -0.08 -0.35 0.23 0.25
H -2.7747 0.2015 -0.6172 0.15 0.08 -0.34 -0.57
C -0.4980 4.4445 3.4648 0.48 -1.38 1.08 -0.64
O 1.0643 2.3598 -4.9819 1.05 -1.40 0.31 -0.54
H 7.5359 1.0770 2.3364 0.34 0.25 0.64 0.31
C -0.0764 -1.3145 8.2031 0.91 -0.45 0.17 -0.69
H -5.6086 5.4400 -2.1142 0.03 -0.35 -0.12 0.39
F 0.5708 -1.2301 2.0208 -0.40 0.38 -2.01 -0.58
S 1.7047 -0.8319 8.0927 0.02 -1.14 -1.94 1.12
H 0.5760 -4.1957 -7.2740 -0.30 0.05 0.06 0.35
H 3.2812 8.4049 0.3504 0.27 -0.29 0.09 0.36
H 2.6282 -3.7690 -0.3770 -0.30 0.61 0.01 -0.07
H -5.3735 3.1480 4.9840 -0.74 -0.31 -0.34 0.20
H 4.5894 7.1518 -0.1737 -0.18 0.90 -0.94 0.37
S -5.2989 -4.6063 -2.3389 2.98 -0.58 1.35 0.99
C 4.6838 0.2421 -3.6496 0.30 -0.59 0.90 -1.38
S -3.1811 1.3542 5.7833 -1.57 -2.08 0.00 1.34
H -0.5675 4.4008 -3.2941 -0.19 -0.13 -0.07 0.52
C -5.3442 2.7055 5.9797 -1.78 -0.05 -0.69 -0.08
S -3.6654 4.2897 -3.0511 0.28 3.14 0.31 1.01
H -0.7551 -0.6790 7.6342 0.51 0.61 0.15 0.11
O -1.7766 1.4691 6.0844 -0.96 0.70 0.11 -0.52
H 0.3723 2.5042 3.7348 -0.11 -0.15 0.00 0.12
H 0.0050 -3.4341 -5.7139 -0.36 -0.41 -0.19 -0.90
H -4.2559 5.4363 -0.9688 0.20 0.01 -0.30 0.31
C 2.7939 3.1005 1.4015 -1.19 -1.51 0.66 1.35
H -4.8528 -3.3615 1.4757 0.21 0.39 0.43 0.55
O 2.7133 1.5786 -3.3352 -1.64 1.04 -2.12 -0.12
H 1.3888 -4.3891 2.7450 -0.30 0.72 -0.35 0.25
O -5.0655 -4.6520 -0.8913 -0.53 0.02 -2.31 -0.48
S 5.6261 -5.0899 0.2316 0.21 0.75 1.49 1.19
O -3.7334 5.2562 -4.1713 0.42 -1.87 2.39 -0.65
H -2.6623 -5.2589 -3.7856 0.39 -0.01 -0.21 0.33
C 1.5797 -4.8816 -5.5164 -0.87 -1.01 1.05 -0.39
C 1.4983 -0.3052 5.4386 0.12 -0.83 -0.15 -0.03
C 5.8307 0.9957 1.2233 0.09 -0.66 -0.26 -0.89
C 7.1753 3.0651 5.0955 -0.27 1.48 -1.04 -1.03
H -0.1880 4.3985 -0.6678 -0.76 -0.05 0.37 0.38
S -1.8148 -1.5261 -7.7515 -1.11 -1.17 -0.51 1.18
O -2.0020 -1.3323 -6.1007 1.05 0.64 -2.26 0.00
H -0.8813 -3.4969 1.7330 -0.84 0.67 0.06 -0.22
S -4.7290 0.8832 0.5753 -0.37 -1.37 -2.33 1.18
H -5.8026 1.7172 6.0124 0.23 -0.16 -0.19 0.35
O 4.6805 2.8860 4.2650 -0.03 0.54 -0.05 -0.39
O 5.9465 -6.5065 0.4520 -0.95 2.45 -1.19 -0.61
H 2.9208 -4.5039 -2.7004 -0.19 -0.30 0.73 0.23
H 4.3179 -4.8218 2.3325 0.14 -0.14 -0.29 0.23
H 0.3845 -0.1858 -3.7245 0.77 0.24 0.56 -0.07
H 2.2220 0.3257 3.6313 0.05 -0.30 -0.63 -0.04
C 0.0871 8.2702 4.7296 -0.06 -1.98 0.45 -0.92
H 1.8493 -1.1157 -4.4436 -0.17 0.07 0.35 -0.05
H 2.1133 -5.9432 -8.3943 0.02 -0.11 -0.18 0.25
O -4.4015 -4.5505 4.0483 4.27 3.29 -2.16 -0.68
H 0.4805 -0.4673 -5.3875 0.39 0.06 -0.44 0.23
H -1.3248 2.7844 -2.9806 -0.03 0.17 -0.36 -0.26
H 3.2482 -4.6056 -8.5694 0.06 -0.01 -0.19 0.31
H -3.9845 -0.3277 -3.6984 -0.04 0.42 0.17 -0.23
H -4.0923 0.7573 -1.7652 0.26 0.06 0.21 -0.08
C -6.8533 0.0159 -0.9608 0.44 0.38 1.45 -0.04
H 3.1791 2.4724 2.2047 0.10 0.37 0.45 -0.06
C -2.3913 -3.3152 -7.8989 0.45 2.10 0.34 -0.85
S -0.6482 6.5623 4.9576 -1.57 -0.49 -1.51 1.14
C 2.3515 -0.5778 4.2270 0.31 0.33 0.23 -0.51
C -6.0505 3.6226 6.9254 -0.45 0.92 0.06 -1.31
H -6.3877 0.3563 -2.9685 0.18 0.82 -0.10 0.05
O -4.8491 -0.4218 1.2433 0.20 2.05 -1.46 -0.50
O -2.8351 -0.7525 -8.4493 1.43 -0.56 1.09 -0.64
O 3.1393 1.2774 -5.8793 -2.71 -0.68 2.50 -0.59
H -0.3353 2.5908 -0.7841 -0.34 0.25 -0.04 -0.18
H -0.1889 -2.2958 7.7421 0.33 -0.16 0.33 0.32
C 3.7658 4.1244 1.0198 1.01 0.66 -0.11 -0.55
S -3.3319 -3.6173 3.4118 -2.99 -0.47 1.65 1.00
H -0.3202 -1.3420 9.2651 -0.09 0.03 -0.13 0.39
O -3.9154 0.2026 6.3252 1.12 1.69 -0.77 -0.70
S 5.8772 3.5939 3.9311 1.71 0.11 -2.27 1.05
C -1.0843 3.7666 -2.5738 1.47 -0.81 0.96 0.06
H 3.0575 -0.0782 -2.1951 -0.26 -0.29 -0.15 -0.23
H 2.6295 2.3305 0.6478 -0.01 0.38 -0.56 -0.56
C 0.8375 -3.8677 -6.2680 -0.26 1.72 -0.70 0.66
H -5.1405 3.9373 -1.1648 -0.17 -0.01 -0.27 0.15
H -3.9541 -1.5522 -5.6199 -0.10 -0.15 0.25 0.42
S 2.0602 1.3080 -4.8487 0.58 0.97 -0.08 0.82
C -2.6984 -4.5653 -2.9455 1.27 0.00 0.44 -0.54
H -7.6955 -0.2051 -0.3051 -0.01 0.56 0.21 0.37
H 1.5489 0.7626 5.6517 0.32 -0.27 0.94 0.41
F 0.7564 -2.1839 -0.4447 -0.15 2.59 0.98 -0.57
H 3.9873 -2.7527 -0.2808 0.86 -0.17 -0.41 0.47
H 4.1370 7.0512 1.3524 -1.07 0.37 0.64 0.36
C -3.5046 0.9699 -0.8721 -0.69 -0.93 1.76 1.00
S 2.4357 6.1283 -0.1518 0.24 0.41 1.10 1.04
H -0.2739 8.7817 5.6219 -0.14 0.27 -0.36 0.38
H -4.0328 -6.7766 -2.6639 -0.44 0.24 1.06 0.33
H -3.0512 1.9609 -0.8884 -0.25 -0.09 0.12 -0.15
C -5.0006 -6.3653 -2.9506 -0.67 1.07 -0.61 -1.01
H 1.1637 8.1256 4.8195 -0.05 -0.02 -0.06 0.30
H 0.4356 3.5094 5.1851 0.13 0.12 -0.07 0.52
H 1.1702 -5.8756 -5.6964 0.48 -0.28 -0.17 0.44
H 4.8047 0.6817 1.4151 -0.11 0.31 -0.56 -0.08
O 3.4291 4.7616 -0.2265 -1.73 1.99 -0.58 -0.41
F -1.3765 -1.1047 0.3908 1.82 0.42 -0.14 -0.60
H -7.8268 -0.4220 -2.8517 -0.52 -0.21 0.60 0.40
O 3.2712 -7.1326 -6.1265 -0.06 0.26 -0.95 -0.64
H 0.3549 -5.3455 1.6382 0.00 0.23 -0.06 0.29
O -0.4157 -1.4518 -8.1197 -1.34 0.30 1.00 -0.57
H -3.7091 0.1120 -5.9834 0.91 -0.01 -1.21 0.41
C 3.1714 -5.6826 -8.4198 -0.66 0.91 1.06 -0.84
C 5.2390 -4.3966 1.9340 0.49 -0.05 -1.29 -0.74
O -3.8517 2.9106 -3.3260 -0.34 -1.16 -0.52 -0.48
H 1.8212 3.4823 1.7119 0.11 0.10 -0.14 -0.30
H -1.6936 -2.7484 -2.2112 -0.23 -0.06 0.00 -0.38
O 6.5519 2.8365 2.5297 -1.20 1.72 2.62 -0.39
H -0.6428 -4.0666 -2.5942 0.14 -0.04 -0.16 0.48
C 3.6271 -3.6438 -0.7949 -2.90 -0.10 0.09 -0.04
H 4.7339 3.6498 0.8597 0.07 0.20 -0.29 0.03
O 4.1355 -4.9006 -0.4210 2.86 -2.29 1.20 -0.38
O -4.0133 2.6866 6.2891 4.00 -1.24 0.60 -0.32
H -2.4249 -3.6140 -8.9466 0.05 0.32 0.07 0.40
O 1.9091 6.3204 -1.5031 1.29 -0.34 2.22 -0.56
H -2.6417 -5.1612 -2.0346 -0.03 0.06 0.22 0.47
H -3.2237 -2.4697 1.2905 -0.47 0.38 0.41 -0.09
```
Forces are in eV/Å.

Results
HOMO energy: -8.8 eV
DFT total energy: -12493.91212 Eh
F_max: 5.8 eV/Å
net charge: -1
energy above the lowest of the compared OMol25 structures with the same formula, charge and spin: 69.9 kcal per mole